(1)
Computed, not measured: 11 unconnected molecules or ions with the total composition C20H57BF4NO9, with ωB97M-V/def2-TZVPD.

```
92
C20H57BF4NO9 (ωB97M-V/def2-TZVPD)
B 16.966 -19.066 86.686
F 18.328 -19.377 86.953
F 16.552 -18.232 87.732
F 16.756 -18.225 85.554
F 16.128 -20.182 86.703
C 16.356 -14.559 88.465
C 15.682 -13.501 89.182
N 15.049 -12.632 89.792
H 15.922 -15.593 88.978
H 16.100 -14.272 87.377
H 17.484 -14.540 88.599
C 12.095 -18.670 85.777
C 13.471 -18.910 86.442
O 13.873 -17.880 87.298
H 11.906 -19.067 84.788
H 12.039 -17.591 85.367
H 11.379 -18.680 86.462
H 14.273 -18.760 85.596
H 13.469 -20.009 86.835
H 14.762 -17.990 87.603
C 14.684 -23.386 87.790
C 13.235 -23.419 88.390
O 12.502 -23.249 87.122
H 15.029 -22.478 87.172
H 14.902 -24.139 87.134
H 15.511 -23.427 88.510
H 13.060 -22.687 89.245
H 13.243 -24.259 88.954
H 11.470 -23.496 87.198
C 15.948 -18.902 80.928
C 16.427 -18.493 82.292
O 15.305 -18.568 83.240
H 16.633 -18.759 80.148
H 15.142 -18.282 80.489
H 15.883 -19.967 80.842
H 17.027 -17.714 82.461
H 17.131 -19.152 82.804
H 15.667 -18.269 84.087
C 20.698 -16.247 89.423
C 19.457 -17.087 88.894
O 18.341 -16.962 89.669
H 20.390 -15.133 89.302
H 21.502 -16.633 88.846
H 21.029 -16.438 90.363
H 19.722 -18.000 88.977
H 19.232 -17.030 87.752
H 17.630 -17.562 89.289
C 14.876 -22.062 82.774
C 14.122 -21.889 84.107
O 13.615 -23.079 84.548
H 15.230 -23.119 82.536
H 15.834 -21.432 82.875
H 14.404 -21.783 81.903
H 13.516 -21.002 84.003
H 14.662 -21.436 84.940
H 13.277 -22.879 85.384
C 21.393 -20.420 90.219
C 20.447 -21.227 89.256
O 20.498 -20.880 87.904
H 21.315 -19.432 89.684
H 22.346 -20.902 90.180
H 20.970 -20.853 91.218
H 19.355 -21.173 89.446
H 20.839 -22.147 89.261
H 19.607 -20.498 87.700
C 19.632 -23.398 85.588
C 18.417 -22.672 85.646
O 17.801 -22.633 86.956
H 20.141 -22.952 86.365
H 20.341 -23.308 84.742
H 19.690 -24.457 85.567
H 17.645 -23.138 84.924
H 18.454 -21.567 85.057
H 17.138 -21.841 86.944
C 19.950 -17.561 82.888
C 20.659 -18.308 84.016
O 21.815 -17.641 84.480
H 20.517 -17.228 81.948
H 19.537 -16.759 83.371
H 19.171 -18.152 82.432
H 20.910 -19.429 83.720
H 19.959 -18.626 84.687
H 21.995 -18.062 85.247
C 16.517 -20.681 90.296
C 16.987 -21.895 91.213
O 18.243 -21.435 91.768
H 17.381 -20.439 89.819
H 16.090 -19.994 90.881
H 15.674 -21.022 89.544
H 17.100 -22.843 90.576
H 16.317 -22.046 92.222
H 18.290 -20.509 91.961
```

Output
Gap between HOMO and LUMO in Eh: 0.3408
Maximum force in eV Å⁻¹: 8.93
Net charge: -1
HOMO energy in eV: -6.97
ΔE to the lowest compared entry with this formula, charge and spin in kcal/mol: 0.00

(2)
Computed, not measured: C8H19NO in the gas phase, with ωB97M-V/def2-TZVPD.

```
29
C8H19NO (ωB97M-V/def2-TZVPD)
C 2.562 0.099 -0.452
C 1.432 1.116 -0.366
C 1.515 1.908 0.942
C 0.011 0.575 -0.666
C -0.558 -0.720 0.002
C 0.124 -1.991 -0.564
C -0.358 -0.737 1.529
N -2.020 -0.886 -0.265
C -2.914 0.192 0.149
O -2.238 -1.103 -1.689
H 3.532 0.609 -0.458
H 2.568 -0.580 0.405
H 2.497 -0.487 -1.374
H 1.627 1.852 -1.160
H 1.454 1.268 1.825
H 0.715 2.653 1.002
H 2.468 2.446 1.000
H -0.041 0.436 -1.756
H -0.668 1.410 -0.456
H 1.135 -2.131 -0.177
H 0.186 -1.966 -1.658
H -0.431 -2.896 -0.286
H -0.887 -1.581 1.988
H 0.697 -0.857 1.796
H -0.720 0.180 2.004
H -2.772 0.468 1.197
H -2.809 1.093 -0.465
H -3.953 -0.144 0.056
H -2.156 -0.224 -2.099
```

Output
SMILES: CC(C)CC(C)(C)N(C)O
Gap between HOMO and LUMO in Eh: 0.3574
Maximum force in eV Å⁻¹: 1.11
HOMO energy in eV: -8.89
ΔE to the lowest compared entry with this formula, charge and spin in kcal/mol: 55.74

Question: What is the maximum force in the first record?
Answer: 8.93 eV Å⁻¹

Question: Among the records above, which one has the lowest maximum force?
Answer: C8H19NO

Question: The lowest ΔE to the lowest compared entry with this formula, charge and spin belongs to which entry?
Answer: C20H57BF4NO9

Question: Look up the maximum force of the second one.
Answer: 1.11 eV Å⁻¹